1.
C8H32N6O8 | the ωB97M-V functional and the def2-TZVPD basis

As for the HOMO-LUMO gap: 8.65 eV. Its LUMO energy is 0.18 eV. Its HOMO energy is -8.47 eV. The electronic energy comes out at -1254.5035 a.u. The value obtained for the molar mass is 340.378 g mol⁻¹. As for the multiplicity: 1. The relative energy (zero: lowest compared OMol25 entry of this formula, charge and spin) is 20.3 kJ/mol.

Each line ends with the natural charge from an NBO analysis.
Element x y z (Å)
C (-0.1005, 0.5662, -0.0524)  -0.26
O (1.2258, 1.0154, -0.2442)  -0.79
H (-0.2415, 0.1368, 0.9365)  0.20
H (-0.8099, 1.3819, -0.2233)  0.16
H (-0.3796, -0.2097, -0.7764)  0.17
H (1.3394, 1.3751, -1.1414)  0.50
C (1.5090, -2.2043, 4.0266)  -0.25
O (0.5255, -2.0261, 3.0269)  -0.74
H (2.3987, -1.5844, 3.8551)  0.17
H (1.1255, -1.9294, 5.0176)  0.14
H (1.8231, -3.2466, 4.0324)  0.17
H (0.1229, -1.1601, 3.1842)  0.49
C (-3.0535, -1.1498, -0.3466)  -0.26
O (-3.1644, -0.1406, -1.3191)  -0.75
H (-2.3783, -1.9431, -0.7001)  0.17
H (-2.6284, -0.7777, 0.5908)  0.17
H (-3.9910, -1.6693, -0.1510)  0.18
H (-2.3379, -0.1067, -1.8167)  0.50
C (-3.8888, 1.3593, 0.9965)  -0.28
O (-3.8294, 0.4050, 2.0549)  -0.75
H (-3.4278, 0.9759, 0.0870)  0.22
H (-4.9532, 1.5235, 0.8237)  0.17
H (-3.4792, 2.3242, 1.3174)  0.13
H (-2.8968, 0.2716, 2.2775)  0.48
C (2.7828, -1.7862, 0.6612)  -0.24
O (3.1232, -0.5093, 1.1621)  -0.76
H (3.2961, -2.0002, -0.2866)  0.14
H (3.1222, -2.5186, 1.3933)  0.17
H (1.7151, -1.9541, 0.5045)  0.18
H (2.6222, 0.1628, 0.6761)  0.49
C (-0.6193, -1.4221, -4.0122)  0.79
O (-1.5138, -0.9994, -3.3042)  -0.68
N (-0.7717, -2.5740, -4.7482)  -0.85
N (0.6052, -0.8273, -4.1199)  -0.85
H (-1.7414, -2.8085, -4.8572)  0.41
H (-0.0238, -2.8811, -5.3393)  0.39
H (0.7689, -0.0465, -3.5039)  0.42
H (1.3878, -1.2688, -4.5640)  0.38
C (2.5696, 1.9379, -3.4272)  0.78
O (1.5269, 2.0212, -2.7844)  -0.70
N (2.6880, 2.3138, -4.7242)  -0.83
N (3.7219, 1.4707, -2.8506)  -0.84
H (1.9564, 2.7601, -5.2430)  0.42
H (3.5446, 2.1077, -5.2049)  0.39
H (4.5763, 1.5146, -3.3725)  0.39
H (3.6909, 1.2273, -1.8772)  0.42
C (-1.0025, 1.2055, 4.0269)  0.79
O (-1.2184, 0.1903, 3.3581)  -0.73
N (-0.8211, 1.1317, 5.3756)  -0.83
N (-0.9820, 2.4275, 3.4629)  -0.82
H (-0.6036, 1.9767, 5.8695)  0.39
H (-0.7890, 0.2232, 5.7958)  0.42
H (-0.9695, 3.2713, 4.0036)  0.39
H (-1.1518, 2.4670, 2.4741)  0.42

---

2.
C8H34BF4N16O9 | the ωB97M-V functional and the def2-TZVPD basis

As for the HOMO-LUMO gap: 9.25 eV. Its LUMO energy is 1.57 eV. Its HOMO energy is -7.67 eV. As for the net charge: -1. The electronic energy comes out at -2303.2742 a.u. The value obtained for the molar mass is 585.267 g mol⁻¹. As for the multiplicity: 1. The relative energy (zero: lowest compared OMol25 entry of this formula, charge and spin) is 666.6 kJ/mol.

Each line ends with the Mulliken charge.
Element x y z (Å)
B (0.4221, 0.7440, -0.4878)  0.61
F (0.2132, -0.2686, -1.3820)  -0.38
F (1.5081, 0.4640, 0.3310)  -0.44
F (0.7441, 1.9646, -1.0589)  -0.38
F (-0.7570, 0.7502, 0.2720)  -0.41
O (3.0379, -3.2205, -1.0287)  -0.64
H (3.2459, -3.7398, -0.2520)  0.31
H (2.7627, -2.3714, -0.6830)  0.33
C (3.2074, -0.2676, 6.1621)  0.62
O (2.1319, -0.0379, 6.6170)  -0.63
N (4.2814, -0.4593, 6.8623)  -0.41
N (3.4514, -0.2165, 4.8584)  -0.35
H (4.0343, -0.4241, 7.8410)  0.25
H (5.1612, -0.2359, 6.4194)  0.20
H (2.7340, -0.2282, 4.1475)  0.18
H (4.3795, -0.3526, 4.4841)  0.14
C (-3.4133, 5.1858, -4.4897)  0.67
O (-2.8951, 5.7352, -5.5031)  -0.71
N (-2.7304, 4.7369, -3.4798)  -0.37
N (-4.6373, 4.9689, -4.3526)  -0.39
H (-3.3559, 4.4978, -2.7237)  0.18
H (-1.7211, 4.7373, -3.4429)  0.19
H (-5.0272, 4.1946, -3.8344)  0.21
H (-5.2473, 5.5048, -4.9533)  0.21
C (-1.1573, -3.8337, 2.3196)  0.70
O (-1.1695, -4.9945, 2.7570)  -0.75
N (-1.5203, -3.5614, 1.1556)  -0.26
N (-0.7147, -2.8182, 3.0137)  -0.34
H (-1.7579, -4.2392, 0.4455)  0.20
H (-1.3598, -2.5972, 0.9010)  0.10
H (-0.8290, -1.9005, 2.6075)  0.14
H (-0.4910, -2.9284, 3.9924)  0.21
C (-0.3303, -5.5133, -4.0006)  0.66
O (-0.7333, -6.0215, -4.9774)  -0.63
N (-0.4301, -4.2444, -3.7894)  -0.34
N (0.1423, -6.0656, -2.9176)  -0.41
H (-0.7828, -3.7309, -4.5844)  0.18
H (-0.0510, -3.8099, -2.9602)  0.14
H (0.4493, -5.4516, -2.1767)  0.18
H (-0.2514, -6.9318, -2.5787)  0.22
C (6.4999, 1.1032, -1.8987)  0.66
O (7.5764, 1.5928, -1.7540)  -0.66
N (6.0886, 0.1173, -1.1606)  -0.35
N (5.6346, 1.4256, -2.8322)  -0.37
H (5.3180, -0.4813, -1.4214)  0.16
H (6.6093, -0.1023, -0.3235)  0.19
H (5.8619, 2.1178, -3.5317)  0.20
H (4.7123, 1.0142, -2.8274)  0.17
C (-5.8584, -0.6666, 2.9867)  0.66
O (-6.3787, -0.5404, 1.9543)  -0.60
N (-4.5258, -0.4194, 3.1396)  -0.37
N (-6.3161, -1.3305, 3.9377)  -0.37
H (-3.9196, 0.0021, 2.4504)  0.18
H (-4.1741, -0.8424, 3.9867)  0.12
H (-5.7426, -1.5068, 4.7502)  0.16
H (-7.1627, -1.8612, 3.7900)  0.22
C (-4.6026, -0.3155, -3.6070)  0.63
O (-5.4736, -0.9619, -4.0897)  -0.62
N (-3.4499, 0.0908, -4.1857)  -0.40
N (-4.5310, -0.0558, -2.3108)  -0.32
H (-3.3987, -0.0983, -5.1766)  0.22
H (-2.5779, 0.1309, -3.6777)  0.18
H (-3.6223, 0.1481, -1.9198)  0.13
H (-5.2607, -0.3508, -1.6780)  0.18
C (3.7196, 5.2721, 1.7689)  0.63
O (4.1306, 6.3905, 1.6241)  -0.67
N (2.4193, 4.9698, 1.7828)  -0.38
N (4.4581, 4.3297, 2.1574)  -0.35
H (1.8785, 5.7596, 2.1052)  0.19
H (2.0382, 4.0349, 1.7553)  0.19
H (4.1590, 3.3650, 2.1595)  0.18
H (5.3467, 4.6491, 2.5157)  0.21

---

3.
C8H34O9 | the ωB97M-V functional and the def2-TZVPD basis

As for the HOMO-LUMO gap: 9.59 eV. Its LUMO energy is -0.05 eV. Its HOMO energy is -9.63 eV. The electronic energy comes out at -1002.3079 a.u. The value obtained for the molar mass is 274.351 g mol⁻¹. As for the multiplicity: 1. The relative energy (zero: lowest compared OMol25 entry of this formula, charge and spin) is 49.8 kJ/mol.

Each line ends with the natural charge from an NBO analysis.
Element x y z (Å)
O (3.5471, -1.8495, 0.2691)  -0.95
H (2.8979, -1.1606, 0.0529)  0.49
H (3.3982, -2.0383, 1.2005)  0.45
O (3.5492, 1.0535, 0.5574)  -0.93
H (3.7974, 1.9862, 0.5401)  0.47
H (2.9181, 0.9758, 1.2827)  0.47
O (0.8102, -0.2878, -0.0105)  -1.01
H (0.4773, 0.4533, -0.5461)  0.49
H (0.0142, -0.8102, 0.2186)  0.50
O (1.0551, 1.7432, -2.0410)  -0.99
H (1.8495, 1.1967, -1.9279)  0.49
H (1.1012, 2.4287, -1.3457)  0.50
O (-2.3593, 0.5933, -0.3591)  -0.96
H (-2.9045, 1.1742, -0.9013)  0.49
H (-2.0073, 1.1593, 0.3435)  0.49
C (0.5707, -1.0698, 3.5130)  -0.65
C (-0.6556, -0.1784, 3.4404)  -0.06
O (-0.3868, 1.1634, 3.9093)  -0.73
H (1.2938, -0.7302, 2.7663)  0.20
H (0.2862, -2.0925, 3.2451)  0.22
H (1.0690, -1.1953, 4.4754)  0.21
H (-1.5020, -0.5570, 4.0101)  0.18
H (-0.9376, -0.0697, 2.3934)  0.17
H (0.4537, 1.4107, 3.5094)  0.45
C (-0.7527, -4.0438, 0.6828)  -0.63
C (-1.9386, -3.1102, 0.8463)  -0.05
O (-1.4761, -1.7819, 0.7471)  -0.79
H (0.0543, -3.7216, 1.3421)  0.21
H (-0.3635, -3.9682, -0.3355)  0.22
H (-0.9275, -5.1017, 0.8776)  0.21
H (-2.4189, -3.2767, 1.8229)  0.16
H (-2.7645, -3.2560, 0.1392)  0.17
H (-1.9769, -1.1605, 0.1936)  0.52
C (-0.7239, 4.6502, -1.1236)  -0.63
C (-0.1474, 4.4458, 0.2588)  -0.07
O (0.2572, 3.0667, 0.3646)  -0.75
H (-1.1576, 5.6398, -1.2761)  0.22
H (-1.5848, 3.9918, -1.2815)  0.21
H (-0.0080, 4.4360, -1.9156)  0.22
H (-0.9127, 4.6055, 1.0246)  0.17
H (0.6741, 5.1505, 0.4149)  0.17
H (0.5752, 2.9318, 1.2635)  0.48
C (-0.6347, -2.4069, -3.7157)  -0.62
C (-0.3967, -0.9005, -3.6103)  -0.05
O (0.9905, -0.6537, -3.6000)  -0.73
H (-1.6990, -2.5511, -3.8979)  0.20
H (-0.4078, -2.8397, -2.7382)  0.21
H (0.0259, -2.8697, -4.4415)  0.22
H (-0.8600, -0.4869, -2.7030)  0.16
H (-0.9109, -0.3781, -4.4311)  0.14
H (1.1493, 0.2903, -3.5034)  0.48

---

4.
C8H36N16O10 | the ωB97M-V functional and the def2-TZVPD basis

As for the HOMO-LUMO gap (alpha / beta): 8.67 / 3.05 eV. Its LUMO energy (alpha / beta) is -2.82 / -8.44 eV. Its HOMO energy (alpha / beta) is -11.50 / -11.50 eV. As for the net charge: +1. The electronic energy comes out at -1954.7552 a.u. The value obtained for the molar mass is 516.478 g mol⁻¹. As for the multiplicity: 2. Its expectation value of S² is 0.776.

Each line ends with the natural charge from an NBO analysis.
Element x y z (Å)
O (2.1060, -2.3314, 2.2399)  -0.93
H (2.4225, -1.4285, 2.2089)  0.48
H (2.7499, -2.8288, 1.7356)  0.46
O (0.3391, -0.4067, 0.2671)  -1.02
H (1.0846, 0.0546, 0.6513)  0.50
H (-0.3907, -0.2161, 0.8563)  0.51
C (-0.6548, 1.0685, 3.4107)  0.75
O (-1.0471, 0.6803, 2.3086)  -0.79
N (-1.4779, 1.5652, 4.2144)  -0.76
N (0.5321, 1.3644, 3.6447)  -0.79
H (-1.2259, 1.6150, 5.1912)  0.40
H (-2.4523, 1.4736, 3.9648)  0.43
H (0.7988, 1.6402, 4.5790)  0.39
H (1.2486, 0.9352, 3.0769)  0.41
C (-4.0788, -0.6820, 3.9243)  0.75
O (-3.6455, -0.1500, 4.9126)  -0.70
N (-5.3059, -0.9962, 3.6977)  -0.81
N (-3.3629, -0.8000, 2.8790)  -0.86
H (-5.9549, -0.7524, 4.4322)  0.41
H (-5.6436, -1.2880, 2.7916)  0.39
H (-3.5942, -1.5592, 2.2544)  0.38
H (-2.6091, -0.1432, 2.7353)  0.42
C (-1.0418, 2.8875, -0.9093)  0.73
O (-1.6547, 3.0991, -1.9617)  -0.66
N (-1.6243, 2.8426, 0.2508)  -0.82
N (0.2482, 2.6518, -0.8650)  -0.83
H (-2.5921, 2.9274, 0.5269)  0.42
H (-1.0257, 2.6187, 1.0330)  0.38
H (0.8633, 2.9687, -1.6008)  0.42
H (0.5847, 2.7167, 0.0851)  0.36
C (0.3990, 0.7546, -4.2240)  0.72
O (0.3065, 1.9286, -4.2641)  -0.67
N (0.8242, 0.1240, -5.2135)  -0.80
N (0.0736, 0.0135, -3.2374)  -0.82
H (1.1127, -0.8152, -4.9795)  0.37
H (1.2412, 0.7262, -5.9088)  0.42
H (-0.2452, 0.4079, -2.3640)  0.43
H (0.1440, -0.9829, -3.3866)  0.36
C (3.7884, -0.7484, -2.6098)  0.73
O (3.9591, -1.8690, -3.0466)  -0.69
N (3.8492, 0.2888, -3.3773)  -0.80
N (3.4655, -0.5590, -1.4029)  -0.80
H (3.6213, 1.1773, -2.9545)  0.38
H (3.9143, 0.1502, -4.3756)  0.43
H (3.2271, 0.3947, -1.1711)  0.39
H (3.4529, -1.3084, -0.7259)  0.38
C (0.6737, -3.8518, -1.5698)  0.65
O (1.1695, -4.7482, -2.2822)  -0.56
N (1.3480, -2.8996, -0.9149)  -0.42
N (-0.6488, -3.6750, -1.4546)  -0.52
H (2.3420, -2.7429, -0.8275)  0.43
H (0.8011, -2.3329, -0.2826)  0.45
H (-1.1444, -2.9014, -1.0352)  0.45
H (-1.1091, -4.2727, -2.1263)  0.44
C (3.4163, 1.5597, 1.4154)  0.78
O (2.5829, 0.6838, 1.4687)  -0.76
N (4.6749, 1.2996, 1.1159)  -0.81
N (3.2028, 2.8413, 1.4483)  -0.82
H (4.8927, 0.3197, 1.0044)  0.41
H (5.1720, 2.0467, 0.6524)  0.40
H (2.3825, 3.1712, 1.9365)  0.42
H (3.8506, 3.4937, 1.0303)  0.41
C (-3.6486, -1.4290, -0.9956)  0.76
O (-3.3535, -2.5588, -0.8410)  -0.70
N (-4.8350, -0.9826, -1.4626)  -0.85
N (-2.8356, -0.4684, -0.8076)  -0.81
H (-5.6207, -1.6166, -1.4902)  0.41
H (-4.8981, -0.0801, -1.9117)  0.40
H (-3.1920, 0.4463, -1.0452)  0.40
H (-1.9525, -0.5121, -0.3194)  0.40